{"formula": "C49H54N5O6P2V", "method": "the ωB97M-V functional and the def2-TZVPD basis", "total_energy_ev": -115686.2026, "homo_energy_ev": [-8.277, -9.893], "charge": 1, "gap_ha": [0.2105, 0.2615], "multiplicity": 2, "max_force_ev_per_a": 2.30, "elements": ["V", "C", "O", "C", "N", "C", "C", "C", "C", "C", "C", "C", "C", "C", "C", "C", "C", "N", "C", "N", "C", "C", "O", "C", "C", "C", "C", "C", "C", "H", "H", "H", "H", "H", "H", "H", "H", "H", "H", "H", "H", "H", "H", "H", "H", "H", "H", "H", "O", "C", "C", "C", "C", "C", "C", "C", "P", "C", "C", "C", "C", "C", "C", "C", "C", "C", "C", "C", "C", "H", "H", "H", "H", "H", "H", "H", "H", "H", "H", "H", "H", "H", "H", "C", "C", "C", "C", "N", "N", "H", "H", "H", "H", "H", "H", "H", "H", "H", "H", "H", "H", "C", "O", "P", "O", "C", "O", "C", "H", "H", "H", "H", "H", "H", "H", "H", "H"], "xyz": [[0.653631, -0.126260, -0.964021], [2.724905, 0.713526, 3.399695], [3.408939, 1.261266, 2.242209], [2.678841, 0.885309, 1.195580], [1.703027, 0.072937, 1.357538], [1.766476, -0.322253, 2.797127], [0.450747, -0.454056, 3.524808], [0.446936, -0.585428, 4.912987], [-0.746327, -0.761747, 5.601278], [-1.951698, -0.824124, 4.907986], [-1.950810, -0.703480, 3.524807], [-0.752027, -0.514071, 2.846856], [3.044659, 1.467058, -0.096051], [4.128866, 2.241963, -0.319898], [4.348824, 2.774189, -1.625473], [3.418161, 2.532938, -2.601521], [2.297484, 1.753698, -2.310748], [2.129997, 1.151579, -1.068376], [1.308378, 1.361670, -3.258191], [0.352561, 0.538289, -2.935885], [-0.275775, 0.088317, -4.198121], [0.260486, 1.127468, -5.202439], [1.404412, 1.735087, -4.538948], [-1.778838, -0.013614, -4.248606], [-2.601021, 0.470910, -3.249367], [-3.985460, 0.391153, -3.357660], [-4.557314, -0.183983, -4.482308], [-3.737515, -0.676116, -5.493860], [-2.358348, -0.594363, -5.376120], [2.199952, 1.519929, 3.906700], [3.478440, 0.283961, 4.050545], [2.248177, -1.304647, 2.839503], [1.383037, -0.561170, 5.467570], [-0.734985, -0.859652, 6.679577], [-2.880711, -0.966102, 5.445807], [-2.880801, -0.749590, 2.967946], [-0.744119, -0.389850, 1.777868], [4.805060, 2.446994, 0.499183], [5.223334, 3.374902, -1.832164], [3.521462, 2.938918, -3.600279], [0.125800, -0.905109, -4.414423], [-0.478274, 1.899154, -5.403017], [0.607328, 0.694747, -6.135265], [-2.150605, 0.925539, -2.382713], [-4.609341, 0.776372, -2.559045], [-5.633867, -0.252363, -4.575153], [-4.175021, -1.127826, -6.375143], [-1.727215, -0.998424, -6.164373], [-0.905714, -1.537052, -1.215772], [-1.169042, -0.486504, -0.593864], [-2.436945, 0.016328, -0.025264], [-3.575873, -0.761932, 0.137706], [-4.732908, -0.171044, 0.629203], [-4.738526, 1.190050, 0.924291], [-3.595625, 1.962269, 0.744185], [-2.421028, 1.375145, 0.289070], [-0.856117, 2.280848, -0.098806], [-0.238753, 2.920091, 1.501631], [-0.932445, 2.885765, 2.706329], [-0.367722, 3.414552, 3.863492], [0.894005, 3.993569, 3.822702], [1.590736, 4.048094, 2.619541], [1.026133, 3.512977, 1.469255], [-1.480590, 3.825691, -0.883088], [-1.606969, 3.849551, -2.274268], [-2.096796, 4.972094, -2.930094], [-2.452147, 6.098621, -2.200409], [-2.306593, 6.096617, -0.818881], [-1.819775, 4.970898, -0.162267], [-3.553387, -1.810337, -0.135799], [-5.634140, -0.758842, 0.762816], [-5.646568, 1.657182, 1.288486], [-3.625622, 3.027865, 0.947730], [-1.912296, 2.431820, 2.758343], [-0.918993, 3.374767, 4.795876], [1.331442, 4.408710, 4.723074], [2.576051, 4.500993, 2.578269], [1.573379, 3.569346, 0.531482], [-1.311053, 2.988648, -2.860437], [-2.191855, 4.967099, -4.010234], [-2.828925, 6.979999, -2.707051], [-2.568945, 6.976620, -0.243529], [-1.711820, 4.997446, 0.915793], [-1.118284, -4.637544, 2.866211], [0.355218, -4.826833, 2.492185], [1.250103, -4.228061, 3.574841], [0.660501, -6.308804, 2.323613], [0.685279, -4.201604, 1.189659], [0.480677, -2.793376, 1.131934], [-1.353393, -5.158957, 3.799519], [-1.770848, -5.040768, 2.082350], [-1.367309, -3.580972, 3.021599], [1.230822, -4.860520, 4.467063], [0.915247, -3.231180, 3.875765], [2.287038, -4.169693, 3.222469], [0.414406, -6.862237, 3.233826], [1.719149, -6.457273, 2.096856], [0.072267, -6.736627, 1.503146], [0.096971, -4.608806, 0.472519], [1.249647, -2.352373, 1.611041], [-0.372047, -2.519579, 1.611962], [4.142124, -3.122863, -0.323418], [3.294589, -1.962894, -0.503504], [2.143699, -1.893199, -1.612556], [1.676153, -3.402551, -1.695107], [0.681654, -3.837642, -2.637436], [2.920115, -1.816912, -3.008533], [3.940471, -0.838757, -3.290891], [4.897627, -2.835895, 0.401627], [4.619682, -3.396939, -1.263470], [3.546855, -3.954542, 0.048396], [0.469680, -4.876714, -2.414037], [1.069570, -3.761405, -3.653186], [-0.223628, -3.244379, -2.531913], [4.698013, -1.324699, -3.897736], [4.400808, -0.470564, -2.373121], [3.522720, -0.006426, -3.847587]], "forces_ev_per_angstrom": [[-1.7, -1.1, 1.1], [0.1, 0.0, -0.1], [-0.1, -0.2, 0.4], [0.2, 0.2, -0.3], [-0.1, 0.2, -0.2], [-0.1, 0.0, -0.2], [0.1, 0.1, 0.1], [0.1, 0.0, 0.1], [0.0, 0.0, -0.1], [0.1, 0.0, 0.0], [0.0, 0.1, 0.0], [-0.2, 0.1, 0.1], [-0.9, -0.5, -0.1], [0.4, 0.3, -0.2], [0.1, 0.0, 0.2], [0.0, 0.2, 0.0], [-0.2, -0.1, 0.0], [1.0, 0.7, -0.8], [0.4, 0.2, 0.2], [0.1, 0.1, -0.1], [0.2, 0.1, 0.2], [0.2, 0.0, 0.1], [-0.3, -0.2, -0.4], [0.0, -0.1, -0.1], [-0.1, 0.2, 0.0], [0.1, 0.0, 0.0], [0.1, 0.0, 0.0], [0.0, 0.0, 0.0], [0.0, -0.1, 0.0], [-0.1, 0.1, 0.0], [0.0, 0.0, 0.1], [0.1, -0.1, 0.0], [-0.1, 0.0, -0.1], [0.0, 0.0, 0.0], [0.0, 0.0, 0.0], [0.0, 0.0, 0.0], [0.0, 0.0, -0.1], [0.0, 0.0, -0.1], [0.0, 0.0, 0.0], [0.0, 0.0, 0.0], [0.1, -0.1, -0.1], [0.0, 0.1, 0.0], [0.0, 0.0, -0.1], [0.0, 0.1, 0.0], [0.0, 0.0, 0.0], [0.0, 0.0, 0.0], [0.0, 0.0, 0.0], [-0.1, 0.0, 0.1], [0.1, 0.9, 0.6], [-0.4, -0.3, -0.1], [0.5, -0.3, -0.4], [-0.2, -0.1, 0.0], [0.1, 0.0, 0.0], [0.0, 0.0, 0.0], [0.0, 0.1, 0.1], [0.0, 0.4, 0.0], [0.0, 0.0, 0.2], [-0.1, 0.1, 0.0], [0.0, -0.1, 0.1], [0.0, 0.0, -0.1], [0.0, 0.0, 0.0], [-0.1, 0.0, 0.0], [0.0, 0.1, 0.0], [0.1, -0.1, -0.1], [0.0, 0.0, 0.0], [0.0, 0.0, 0.1], [0.0, 0.0, 0.0], [0.0, -0.1, 0.0], [-0.1, 0.1, 0.0], [0.0, 0.0, 0.0], [0.1, 0.0, 0.0], [0.1, 0.0, 0.0], [0.0, -0.1, 0.0], [0.0, 0.0, 0.0], [0.0, 0.0, 0.0], [0.0, 0.0, 0.0], [-0.1, 0.0, 0.0], [-0.1, 0.0, 0.1], [0.0, -0.1, 0.0], [0.0, 0.0, 0.1], [0.0, -0.1, 0.0], [0.0, 0.0, 0.0], [0.0, 0.0, 0.0], [-0.1, 0.0, 0.0], [-0.1, 0.0, -0.1], [0.1, 0.0, 0.0], [0.0, -0.2, 0.0], [0.1, 0.2, 0.2], [0.0, -0.2, -0.2], [0.0, 0.1, -0.1], [0.1, 0.0, 0.1], [0.0, -0.1, 0.0], [0.0, 0.1, -0.1], [0.0, 0.0, -0.1], [-0.1, 0.0, 0.0], [0.0, 0.1, -0.1], [-0.1, 0.0, 0.0], [0.1, 0.0, 0.1], [0.0, 0.0, -0.1], [0.1, 0.0, 0.0], [0.0, -0.1, 0.1], [-0.1, 0.1, -0.1], [-0.1, -0.2, 0.0], [0.4, -0.1, 0.5], [-0.3, -0.3, -0.1], [0.1, 0.2, 0.0], [0.4, 0.3, -0.5], [-0.1, -0.2, 0.1], [0.0, 0.0, 0.0], [0.0, 0.0, 0.0], [0.0, 0.0, 0.0], [0.0, -0.1, 0.1], [0.0, 0.0, 0.0], [0.0, 0.0, 0.0], [0.0, -0.1, 0.0], [0.0, 0.0, 0.0], [-0.1, 0.0, -0.1]], "mulliken_charge": [0.379, -0.680, -0.374, -0.899, 1.562, -1.153, 0.502, -0.382, -1.090, -0.842, -0.608, 0.952, -0.940, -0.063, -1.435, -0.579, -0.599, 1.819, -0.538, 1.449, -0.710, -0.800, -0.468, -0.296, 1.068, -1.394, -0.688, -0.805, -0.529, 0.278, 0.429, 0.524, 0.469, 0.452, 0.460, 0.360, -0.357, 0.733, 0.489, 0.611, 0.730, 0.421, 0.389, 0.505, 0.476, 0.434, 0.423, 0.472, -0.513, 0.229, 0.214, -0.388, -1.267, -0.863, -0.418, 0.839, 1.393, 0.307, -0.104, -0.577, -0.925, -0.789, -0.273, 0.685, -0.048, -0.868, -0.690, -0.785, -0.644, 0.518, 0.480, 0.478, 0.517, 0.214, 0.467, 0.377, 0.414, 0.679, 0.121, 0.465, 0.404, 0.441, 0.430, -1.488, 1.706, -1.488, -1.903, -0.409, 0.658, 0.433, 0.320, 0.285, 0.557, 0.130, 0.293, 0.422, 0.381, 0.407, 0.295, -0.597, -0.241, -0.861, -0.131, 1.283, -0.294, -0.656, -0.429, -0.617, 0.213, 0.325, 0.225, 0.292, 0.302, 0.162, 0.396, 0.231, 0.121]}